[1]
Density functional theory data (wB97M-V/def2-TZVPD) for a cluster of 3 separate species, CH5N2S2 in total in a non-equilibrium geometry.

Values from the calculation:
E_LUMO: -5.060 eV
Strongest force on any atom: 3.38 eV/Å
Spin multiplicity: 1
Energy above the lowest of the compared OMol25 structures with the same formula, charge and spin: 37.6 kcal/mol
Net charge: +1
HOMO level: -13.26 eV

Each line ends with the Mulliken charge.
Positions of all 10 atoms, in Å:
N 1.042583 -1.466042 0.933805  -0.79
S -1.833725 2.402717 -1.863832  -0.01
N -0.278145 0.397346 -0.622892  -0.47
H -0.413349 -0.185188 -1.535598  0.27
H 1.231446 -2.094968 0.173424  0.32
H 1.922233 -1.146421 1.412558  0.34
S -1.576584 2.809604 0.281550  -0.01
C -0.927367 1.489274 -0.747107  0.50
H 0.444731 -1.847106 1.623626  0.32
H 0.388178 -0.359217 0.344467  0.53

Cartesian forces (eV/Å) of the 3 atoms listed first:
0.8 3.3 -0.4
0.1 0.0 0.7
-0.3 -1.6 -1.6


[2]
Density functional theory data (wB97M-V/def2-TZVPD) for a structure of composition C3H7NO3 in a non-equilibrium geometry.

Values from the calculation:
E_LUMO (alpha / beta): 0.592 / 0.593 eV
Strongest force on any atom: 2.09 eV/Å
Spin multiplicity: 1
Energy above the lowest of the compared OMol25 structures with the same formula, charge and spin: 110.9 kcal/mol
Net charge: 0
HOMO level (alpha / beta): -6.30 / -6.30 eV

Each line ends with the Mulliken charge.
Positions of all 14 atoms, in Å:
O 0.938660 1.916661 1.193098  -0.49
H 0.264559 2.455407 1.624788  0.34
C 0.851669 -0.576251 -1.356672  -1.10
O -1.730723 -1.614581 -0.086395  -0.47
O -0.936349 0.902868 0.300906  -0.48
H -0.953805 -1.934811 -0.576517  0.38
H -0.339091 -1.052799 1.332582  0.36
C -1.270771 -0.767800 0.847495  -0.22
N 1.156443 0.548391 -0.602931  0.00
H -2.079511 -0.453511 1.497912  0.27
C 0.315404 1.207584 0.185457  0.54
H 1.696011 -0.954784 -1.912751  0.31
H -0.041657 -0.479024 -1.963833  0.36
H 2.129161 0.802650 -0.483140  0.22

Cartesian forces (eV/Å) of the 3 atoms listed first:
-0.4 0.2 -0.5
0.0 0.0 -0.1
-0.4 -1.0 -0.4


[3]
Density functional theory data (wB97M-V/def2-TZVPD) for a cluster of 12 separate species, H24O12 in total in a non-equilibrium geometry.

Values from the calculation:
E_LUMO: -0.396 eV
Strongest force on any atom: 5.00 eV/Å
Spin multiplicity: 1
Energy above the lowest of the compared OMol25 structures with the same formula, charge and spin: 118.5 kcal/mol
Net charge: 0
HOMO level: -10.00 eV

Each line ends with the Mulliken charge.
Positions of all 36 atoms, in Å:
O -0.037602 3.971162 -0.264319  -0.58
H -0.968576 -0.056096 -1.998148  0.28
H 3.705682 1.415978 -1.144221  0.28
H 1.704613 -0.798121 -1.691591  0.28
O -3.877087 -2.999592 1.317306  -0.59
H -0.633651 -0.164958 0.950127  0.21
H 4.529955 -2.119212 0.797874  0.35
H -3.997433 -3.445240 2.113388  0.29
O -4.260241 3.754153 -1.441545  -0.62
H 0.265364 -0.029336 -0.400174  0.49
H -3.615548 3.092132 -1.108188  0.33
H 0.326135 4.886399 -0.241108  0.31
H 0.321124 -1.235408 4.811717  0.30
H 1.922763 -1.439601 -0.345148  0.26
O 0.489215 -4.040675 -1.949003  -0.53
H 4.338622 0.637556 -0.030016  0.32
H 3.880127 -1.699856 -0.604834  0.25
O -4.229298 0.188348 0.354234  -0.60
H 2.357756 3.787423 1.265568  0.29
H -0.373212 -0.593474 3.658154  0.32
H -3.927304 3.884773 -2.308282  0.30
O 3.116904 3.558895 0.689630  -0.60
O -1.221589 -0.759557 -1.440896  -0.54
H -4.518853 -0.131381 -0.535907  0.31
H 0.742629 -4.628251 -1.283659  0.28
H 0.198719 -4.717145 -2.558167  0.28
H 0.136902 3.559455 0.512933  0.27
O 1.203673 -1.223942 -0.997042  -0.61
H 2.970124 2.656707 0.579262  0.37
O -0.096706 -0.445223 4.607884  -0.62
O 3.762790 1.375076 -0.177266  -0.65
O 4.711117 -1.908146 -0.182247  -0.64
H -3.344070 0.084817 0.242974  0.28
H -1.793715 -1.266863 -2.051364  0.21
H -3.477388 -3.596814 0.654073  0.31
O -0.311945 0.446006 0.197985  -0.61

Cartesian forces (eV/Å) of the 3 atoms listed first:
-0.6 3.0 -4.0
0.5 1.7 -0.7
0.0 0.3 0.3


[4]
Density functional theory data (wB97M-V/def2-TZVPD) for a structure of composition C5H6N2O in a non-equilibrium geometry.

Values from the calculation:
E_LUMO: 0.452 eV
Strongest force on any atom: 8.87 eV/Å
Spin multiplicity: 1
Energy above the lowest of the compared OMol25 structures with the same formula, charge and spin: 152.5 kcal/mol
Net charge: 0
HOMO level: -8.75 eV

Each line ends with the Mulliken charge.
Positions of all 14 atoms, in Å:
H -2.708633 1.381614 -0.078491  0.41
H 3.015551 -0.342303 -0.895359  0.37
C 1.478430 -0.084156 0.467370  0.02
C -1.890720 0.784263 -0.202258  -0.65
C -0.491221 0.871358 0.079084  0.12
H 1.361486 1.710109 -1.078011  0.23
H 2.167931 0.346706 1.494413  0.23
H -1.327041 -2.016533 0.843094  0.36
N -2.053646 -0.512610 -0.179146  -0.54
N -0.993556 -1.202091 -0.031847  -0.03
O 2.110773 -0.908834 -0.444398  -0.53
C 0.922763 1.383216 -0.081879  -0.34
C 0.065747 -0.309653 0.457768  0.14
H 1.424950 2.323826 0.425981  0.22

Cartesian forces (eV/Å) of the 3 atoms listed first:
-1.7 1.8 -0.5
-4.1 -2.6 2.2
2.7 4.4 0.8


[5]
Density functional theory data (wB97M-V/def2-TZVPD) for a structure of composition C25H23Br4FN3O5SV in a non-equilibrium geometry.

Values from the calculation:
E_LUMO (alpha / beta): 2.282 / 2.279 eV
Strongest force on any atom: 3.15 eV/Å
Spin multiplicity: 4
Energy above the lowest of the compared OMol25 structures with the same formula, charge and spin: 28.5 kcal/mol
Net charge: -1
HOMO level (alpha / beta): -2.37 / -4.56 eV

Each line ends with the Mulliken spin population.
Positions of all 63 atoms, in Å:
C -4.250504 -3.778574 1.758750  0.00
H -0.078947 3.127510 -5.583975  0.02
C 1.547570 4.348118 -3.718503  -0.01
Br 1.932434 -4.291375 4.490564  0.00
N 1.862218 2.705152 -1.483889  0.04
H -1.010245 -4.446274 2.239544  0.00
H 1.782477 5.617728 0.235071  0.00
H 0.378066 5.079593 -2.079637  0.00
H -2.120382 -5.765608 1.829693  0.00
H -2.621775 -2.885481 -2.193822  0.00
C 0.730843 -0.786301 2.602761  -0.01
C 0.888943 0.049847 -1.333848  0.28
H -4.610545 -4.799886 1.914646  0.00
F -1.184319 0.790215 -5.646420  0.00
O 2.268426 -1.586829 0.513191  -0.01
O 3.327435 0.144490 1.388414  0.00
H -4.019714 -0.450997 0.055710  0.00
C -0.176734 0.426956 -3.541498  0.15
C 1.674849 4.543500 0.114976  0.00
C 1.887953 0.549272 -0.439780  -0.06
H 2.604918 4.234562 -3.982393  0.00
C -2.057470 -4.755192 2.243816  0.00
H -2.321378 -0.501914 0.610594  0.00
V 0.410266 -2.072512 0.367548  2.15
H 1.882927 5.977347 -2.325778  0.00
C 1.264075 0.195535 3.422613  0.00
C -2.685114 -1.960742 -1.621898  0.01
N -3.067664 -2.274366 -0.259362  0.01
C -2.314296 -3.265989 0.346332  0.03
O 0.003602 -0.570966 1.551950  -0.04
H 1.077555 4.974989 -4.477694  0.00
H -1.711225 -1.456446 -1.650685  0.01
C 0.997137 -2.161997 2.895212  0.02
C 1.101524 2.221477 -2.525017  0.06
O 0.522278 -3.012645 2.051303  -0.03
C 2.301488 -1.464207 4.815450  0.00
H 3.219199 4.272497 -1.367587  -0.01
C 1.434262 4.982607 -2.337663  0.01
C 0.105829 2.523067 -4.709607  0.15
N -2.834662 -3.813970 1.472375  0.01
H -4.465350 -3.200475 2.664072  0.00
Br 0.932900 1.990605 2.967130  0.00
H 0.631349 4.276828 0.259175  0.00
C 1.724703 -2.465779 4.040168  0.00
H 2.245672 4.051763 0.895732  0.00
S -0.968487 -3.955296 -0.397936  -0.01
H -4.787180 -3.344502 0.916494  0.00
H -3.441824 -1.311166 -2.059145  0.00
C -0.417533 1.247751 -4.621067  -0.06
H -3.594175 -1.328304 1.536988  0.00
C 2.071668 -0.134233 4.504729  0.00
C 0.891156 3.001944 -3.667561  -0.02
C -3.262084 -1.071313 0.534529  0.01
C 2.540289 -0.344181 0.582134  -0.01
C 2.330825 1.829532 -0.546404  0.27
Br 3.409621 -1.915445 6.275882  0.00
C 2.133902 4.123326 -1.284372  0.00
Br 2.844786 1.228479 5.549498  0.00
H -2.423492 -4.760238 3.270719  0.00
O 0.316969 -1.080030 -1.183519  -0.04
H 3.105588 2.179529 0.117007  0.06
H -0.553731 -0.582308 -3.526888  0.04
C 0.593126 0.901327 -2.468824  -0.02

Cartesian forces (eV/Å) of the 3 atoms listed first:
-0.3 0.2 0.1
0.0 0.1 -0.1
-0.1 0.0 0.2


[6]
Density functional theory data (wB97M-V/def2-TZVPD) for the molecule C3H6N2S3 in a non-equilibrium geometry.

Values from the calculation:
E_LUMO: -0.875 eV
Strongest force on any atom: 3.41 eV/Å
Spin multiplicity: 1
Energy above the lowest of the compared OMol25 structures with the same formula, charge and spin: 55.8 kcal/mol
Net charge: 0
HOMO level: -8.81 eV

Each line ends with the Mulliken charge.
Positions of all 14 atoms, in Å:
S 0.878696 2.998889 -0.949763  -0.35
N 0.359102 0.394246 -0.574636  0.30
C 0.620059 1.652158 -0.091818  -0.01
S -0.770532 -0.306294 1.675237  -0.04
H -1.940199 -2.406651 1.411393  0.30
S -0.079394 -2.215838 -0.668021  -0.26
H 0.798345 1.031874 -2.524367  0.25
H -0.410757 -2.696876 2.364151  0.31
H -1.982503 -2.021239 3.213418  0.28
C -0.075351 -0.774936 0.125563  0.29
C -1.268410 -2.014323 2.229371  -0.82
N 0.476804 0.175906 -1.981702  -0.71
H 1.173728 -0.473097 -2.017270  0.23
H 0.391917 1.769403 0.949111  0.22

Cartesian forces (eV/Å) of the 3 atoms listed first:
0.5 0.1 -0.4
0.4 0.3 -0.9
-1.4 -0.6 0.0